No. 1
13 unconnected molecules or ions with the total composition C25H76O13 at a distorted geometry, computed with the ωB97M-V functional and the def2-TZVPD basis.

Summary:
- Relative energy (zero: lowest compared OMol25 entry of this formula, charge and spin): 0.859 eV
- M: 584.9 g/mol
- E_LUMO: 0.0064 Eh
- HOMO: -9.68 eV
- Gap between HOMO and LUMO: 9.86 eV
- Spin multiplicity: 1

Structure (XYZ):
```
114
Properties=species:S:1:pos:R:3:lowdin_charge:R:1
C -2.010 1.791 -6.521 -0.07
C -0.888 1.543 -5.538 -0.49
C -1.399 0.675 -4.456 -0.09
O 0.184 0.844 -6.246 -0.05
H -1.744 2.478 -7.315 0.07
H -2.856 2.233 -5.998 0.08
H -2.287 0.852 -7.050 0.10
H -0.584 2.495 -5.128 0.13
H -0.563 0.349 -3.755 0.08
H -1.836 -0.230 -4.873 0.09
H -2.062 1.194 -3.755 0.08
H 1.036 1.180 -5.940 0.04
C -4.211 0.407 -1.032 -0.05
C -3.958 -1.079 -1.036 -0.47
C -3.665 -1.514 -2.473 -0.04
O -2.883 -1.365 -0.136 -0.09
H -4.603 0.727 -0.058 0.08
H -4.935 0.679 -1.794 0.08
H -3.257 0.911 -1.232 0.06
H -4.818 -1.514 -0.608 0.12
H -2.830 -0.900 -2.835 0.05
H -4.497 -1.298 -3.170 0.09
H -3.478 -2.573 -2.522 0.07
H -2.088 -0.865 -0.460 0.05
C -1.138 3.179 4.793 -0.06
C 0.254 2.790 5.127 -0.51
C 0.723 1.777 4.110 -0.07
O 1.043 3.986 5.134 -0.05
H -1.474 4.010 5.395 0.08
H -1.819 2.344 4.899 0.07
H -1.202 3.504 3.723 0.10
H 0.279 2.299 6.120 0.14
H 1.760 1.451 4.305 0.09
H 0.644 2.170 3.104 0.07
H 0.113 0.889 4.231 0.07
H 1.988 3.736 5.126 0.10
C -2.083 -3.492 4.376 -0.04
C -2.587 -4.161 3.123 -0.49
C -1.726 -3.851 1.992 -0.07
O -2.663 -5.579 3.387 -0.03
H -1.019 -3.631 4.450 0.07
H -2.613 -3.933 5.196 0.08
H -2.325 -2.463 4.398 0.06
H -3.587 -3.770 2.907 0.14
H -1.365 -2.834 2.051 0.06
H -2.122 -3.974 0.994 0.09
H -0.773 -4.364 2.119 0.08
H -3.403 -5.970 2.950 0.07
C 0.145 -2.863 -2.416 -0.04
C 1.448 -2.839 -3.174 -0.54
C 2.225 -1.636 -2.889 -0.05
O 2.200 -3.961 -2.851 -0.05
H 0.385 -2.913 -1.342 0.08
H -0.540 -3.666 -2.652 0.08
H -0.421 -1.942 -2.493 0.05
H 1.187 -2.924 -4.245 0.15
H 2.495 -1.689 -1.826 0.09
H 1.549 -0.793 -2.984 0.06
H 3.065 -1.595 -3.544 0.09
H 2.465 -3.954 -1.892 0.07
C 3.633 4.282 -0.365 -0.05
C 2.896 3.915 0.894 -0.50
C 2.052 5.050 1.380 -0.04
O 2.079 2.771 0.611 -0.10
H 2.888 4.658 -1.083 0.09
H 4.142 3.469 -0.831 0.06
H 4.367 5.095 -0.214 0.09
H 3.615 3.660 1.658 0.13
H 2.613 5.970 1.499 0.09
H 1.546 4.751 2.322 0.08
H 1.335 5.267 0.619 0.07
H 2.503 1.993 1.083 0.06
C 0.118 0.000 0.271 -0.09
O -0.637 0.047 -0.965 -0.15
H -0.137 -0.933 0.785 0.07
H 1.179 0.108 0.100 0.07
H -0.192 0.821 0.905 0.07
H -0.738 0.981 -1.194 0.04
C 1.203 -1.554 3.125 -0.13
O 1.324 -2.713 2.310 -0.14
H 0.153 -1.565 3.478 0.08
H 1.908 -1.665 3.924 0.09
H 1.408 -0.698 2.532 0.03
H 0.821 -3.387 2.780 0.06
C -1.492 3.431 -0.733 -0.07
O -0.165 2.891 -1.177 -0.16
H -2.165 3.107 -1.521 0.07
H -1.825 3.072 0.242 0.07
H -1.491 4.522 -0.677 0.07
H 0.537 2.948 -0.528 0.02
C -2.895 0.269 2.739 -0.17
O -3.880 -0.732 2.526 -0.12
H -3.187 0.905 3.581 0.07
H -1.982 -0.217 3.087 0.05
H -2.638 0.910 1.869 0.08
H -3.558 -1.145 1.709 0.03
C 2.702 -5.189 0.438 -0.11
O 2.928 -3.810 0.040 -0.16
H 3.294 -5.803 -0.233 0.08
H 3.041 -5.332 1.463 0.07
H 1.655 -5.451 0.411 0.08
H 2.165 -3.326 0.402 0.04
C 2.373 1.942 -3.781 -0.15
O 2.672 1.053 -4.826 -0.13
H 3.018 2.815 -3.851 0.09
H 1.334 2.164 -3.545 0.06
H 2.708 1.388 -2.852 0.09
H 2.350 0.166 -4.591 0.05
C 4.086 -0.355 0.766 -0.10
O 3.584 0.698 1.608 -0.16
H 4.233 0.075 -0.242 0.09
H 5.020 -0.747 1.138 0.08
H 3.324 -1.199 0.707 0.08
H 3.299 0.266 2.433 0.08
```

No. 2
A molecular structure, C25H20F3N4O5PdS2, computed with the ωB97M-V functional and the def2-TZVPD basis.

Summary:
- Relative energy (zero: lowest compared OMol25 entry of this formula, charge and spin): 0.000 eV
- M: 684.0 g/mol
- Net charge: +3
- E_LUMO (spin up / spin down): -0.3318 / -0.4433 Eh
- HOMO (spin up / spin down): -16.52 / -16.49 eV
- Gap between HOMO and LUMO (spin up / spin down): 7.49 / 4.43 eV
- Spin multiplicity: 5

Structure (XYZ):
```
60
Properties=species:S:1:pos:R:3:lowdin_charge:R:1
Pd -0.426 0.611 0.963 1.13
N -0.471 -2.845 3.347 0.23
C -0.158 -2.043 4.433 -0.11
C 0.165 -2.330 5.729 0.07
C 0.474 -1.222 6.529 0.07
C 0.466 0.124 6.040 0.01
C 0.146 0.409 4.752 0.05
C -0.185 -0.696 3.921 -0.14
N -0.513 -0.736 2.626 0.10
C -0.658 -2.045 2.287 -0.17
C -0.924 -2.400 0.924 -0.29
C -0.924 -3.645 0.345 -0.26
S -1.150 -3.510 -1.324 1.20
C -1.229 -1.804 -1.176 -0.37
N -1.109 -1.354 0.034 -0.04
H -0.539 -3.853 3.353 0.20
H 0.197 -3.336 6.125 0.15
H 0.745 -1.386 7.565 0.14
H 0.737 0.912 6.729 0.14
H 0.161 1.412 4.351 0.12
H -0.791 -4.610 0.811 0.11
H -1.376 -1.173 -2.040 0.11
C -4.991 4.761 1.397 0.05
O -3.727 4.562 0.696 0.01
C -2.589 4.719 1.297 -0.18
C -2.450 5.069 2.663 0.04
C -1.223 5.408 3.142 0.02
C -0.081 5.404 2.289 0.04
C -0.183 5.028 0.971 0.02
C -1.410 4.629 0.452 -0.11
N -1.502 4.364 -0.904 0.16
C -2.344 3.615 -1.648 0.05
C -3.122 2.519 -1.335 -0.12
C -4.066 2.119 -2.343 0.00
C -4.898 1.067 -2.149 -0.04
C -4.801 0.335 -0.939 -0.01
C -3.869 0.628 0.022 -0.02
C -2.985 1.720 -0.133 -0.35
O -2.082 1.994 0.745 -0.15
H -5.752 4.610 0.641 0.11
H -5.032 5.777 1.783 0.12
H -5.081 4.022 2.190 0.11
H -3.324 5.104 3.295 0.13
H -1.106 5.711 4.173 0.14
H 0.877 5.703 2.691 0.14
H 0.690 5.024 0.333 0.13
H -0.828 4.885 -1.456 0.18
H -2.346 3.940 -2.684 0.16
H -4.119 2.707 -3.252 0.13
H -5.630 0.787 -2.892 0.13
H -5.484 -0.490 -0.774 0.13
H -3.805 0.045 0.931 0.12
F 1.239 2.713 -0.749 0.08
C 2.480 2.457 -0.250 -0.67
F 2.900 3.546 0.371 0.17
F 3.278 2.150 -1.243 0.20
S 2.325 1.052 0.931 0.56
O 1.388 1.577 1.963 -0.38
O 3.628 0.684 1.331 -0.18
O 1.533 0.055 0.141 -0.38
```

No. 3
20 unconnected molecules or ions with the total composition C21H6Cl76FS at a distorted geometry, computed with the ωB97M-V functional and the def2-TZVPD basis.

Summary:
- Relative energy (zero: lowest compared OMol25 entry of this formula, charge and spin): 0.000 eV
- M: 3003.8 g/mol
- Net charge: +1
- E_LUMO: -0.1120 Eh
- HOMO: -12.16 eV
- Gap between HOMO and LUMO: 9.11 eV
- Spin multiplicity: 1

Structure (XYZ):
```
105
Properties=species:S:1:pos:R:3:lowdin_charge:R:1
F 4.124 -2.112 2.998 -0.10
C 3.851 -1.646 1.726 -0.28
C 2.448 -1.059 1.705 -0.35
S 1.321 -2.431 2.067 0.97
H 3.922 -2.494 1.031 0.09
H 4.586 -0.885 1.452 0.07
H 2.238 -0.637 0.717 0.11
H 2.307 -0.310 2.491 0.11
H 1.182 -2.992 0.845 -0.09
H 0.127 -1.858 2.296 -0.02
C 6.706 -4.379 3.643 -2.04
Cl 6.498 -3.251 4.982 0.55
Cl 5.189 -5.242 3.345 0.50
Cl 7.167 -3.484 2.187 0.50
Cl 7.975 -5.534 4.043 0.54
C 8.108 0.237 0.254 -2.03
Cl 7.376 0.772 -1.254 0.51
Cl 6.869 0.245 1.543 0.50
Cl 8.699 -1.414 0.082 0.53
Cl 9.432 1.299 0.701 0.56
C 4.944 1.762 -4.621 -2.04
Cl 6.141 2.693 -3.717 0.49
Cl 5.371 1.715 -6.325 0.56
Cl 4.878 0.111 -3.979 0.50
Cl 3.365 2.528 -4.413 0.50
C -1.330 1.711 -4.428 -2.03
Cl 0.406 1.952 -4.669 0.49
Cl -1.622 0.016 -4.004 0.50
Cl -1.888 2.753 -3.117 0.53
Cl -2.193 2.101 -5.907 0.51
C -1.661 -4.908 1.902 -2.03
Cl -2.647 -3.462 1.616 0.54
Cl -0.655 -5.192 0.471 0.51
Cl -0.603 -4.608 3.282 0.49
Cl -2.692 -6.291 2.204 0.60
C 3.154 -8.932 3.959 -2.06
Cl 2.354 -10.379 4.566 0.55
Cl 4.159 -9.344 2.567 0.53
Cl 1.932 -7.746 3.462 0.49
Cl 4.162 -8.230 5.221 0.50
C 0.748 -2.784 6.521 -2.03
Cl -0.214 -3.922 7.451 0.54
Cl 1.800 -3.668 5.404 0.50
Cl -0.324 -1.727 5.581 0.48
Cl 1.733 -1.806 7.606 0.56
C 7.829 -9.586 7.288 -2.06
Cl 7.561 -8.243 6.165 0.47
Cl 6.585 -10.812 7.033 0.52
Cl 9.420 -10.285 6.993 0.54
Cl 7.739 -8.987 8.945 0.53
C 6.276 4.987 0.580 -2.04
Cl 4.844 5.692 1.330 0.53
Cl 7.694 5.955 0.976 0.55
Cl 6.507 3.334 1.169 0.48
Cl 6.061 4.929 -1.174 0.51
C -6.213 2.875 -4.184 -2.02
Cl -5.378 1.435 -3.585 0.51
Cl -7.916 2.798 -3.714 0.53
Cl -5.487 4.322 -3.479 0.49
Cl -6.093 2.929 -5.943 0.49
C -9.153 2.624 -8.811 -2.04
Cl -9.842 3.800 -9.920 0.54
Cl -9.926 1.051 -9.047 0.54
Cl -7.418 2.456 -9.131 0.47
Cl -9.379 3.168 -7.147 0.51
C 1.452 -3.815 -2.541 -2.03
Cl 0.345 -2.444 -2.416 0.52
Cl 2.377 -3.734 -4.021 0.59
Cl 2.585 -3.817 -1.154 0.53
Cl 0.500 -5.293 -2.472 0.54
C -3.737 1.035 5.954 -2.05
Cl -4.671 2.457 5.491 0.54
Cl -2.690 0.560 4.598 0.47
Cl -2.737 1.409 7.353 0.52
Cl -4.826 -0.298 6.335 0.54
C -3.192 4.558 10.532 -2.06
Cl -4.084 3.771 11.834 0.53
Cl -4.000 4.248 8.993 0.49
Cl -3.118 6.294 10.826 0.53
Cl -1.550 3.900 10.465 0.51
C -6.024 5.998 -12.139 -2.03
Cl -7.309 6.143 -13.341 0.54
Cl -4.561 5.370 -12.901 0.53
Cl -5.693 7.582 -11.438 0.53
Cl -6.548 4.868 -10.877 0.43
C -0.259 -4.748 12.055 -2.06
Cl 0.472 -3.883 10.696 0.48
Cl -1.644 -3.834 12.653 0.53
Cl -0.794 -6.340 11.505 0.52
Cl 0.928 -4.937 13.344 0.53
C -3.819 6.361 -7.179 -2.01
Cl -4.609 7.662 -6.286 0.52
Cl -4.911 5.762 -8.434 0.46
Cl -2.337 6.966 -7.928 0.55
Cl -3.428 5.040 -6.082 0.47
C -2.469 2.133 -10.559 -2.05
Cl -3.261 3.500 -9.771 0.48
Cl -3.523 1.505 -11.829 0.53
Cl -0.940 2.662 -11.265 0.53
Cl -2.161 0.862 -9.367 0.51
C -6.742 8.150 -1.887 -2.05
Cl -7.426 6.612 -1.353 0.51
Cl -5.666 7.861 -3.260 0.48
Cl -8.041 9.236 -2.380 0.54
Cl -5.826 8.880 -0.565 0.53
```

No. 4
4 unconnected molecules or ions with the total composition C24H58N3O3S3Si at a distorted geometry, computed with the ωB97M-V functional and the def2-TZVPD basis.

Summary:
- M: 561.0 g/mol
- Net charge: +1
- E_LUMO: -0.1645 Eh
- HOMO: -10.85 eV
- Gap between HOMO and LUMO: 6.38 eV
- Spin multiplicity: 1

Structure (XYZ):
```
92
Properties=species:S:1:pos:R:3:lowdin_charge:R:1
C 8.477 -2.977 0.614 -0.12
C 8.207 -1.421 0.666 -0.26
C 6.691 -1.049 0.733 -0.24
C 5.989 -0.964 -0.666 -0.22
C 4.446 -1.192 -0.580 -0.21
C 3.691 -0.861 -1.928 -0.18
C 2.418 0.038 -1.722 -0.21
C 1.056 -0.707 -2.019 -0.20
C 0.021 0.420 -2.355 -0.20
C -1.463 -0.101 -2.479 -0.17
C -2.417 0.654 -1.458 -0.12
C -2.587 -0.226 -0.169 -0.29
C -1.978 0.552 1.078 -0.12
C -3.100 1.263 1.919 -0.15
N -4.085 0.255 2.482 0.06
C -3.975 -0.864 1.575 -0.30
N -3.797 -2.070 2.121 0.24
N -4.012 -0.546 0.187 -0.05
Si -4.746 -1.833 -0.842 0.54
C -3.515 -3.083 -1.578 -0.17
C -5.554 -0.939 -2.338 -0.17
C -6.193 -2.758 0.015 -0.16
H 8.915 -3.356 1.566 0.07
H 7.555 -3.552 0.387 0.07
H 9.238 -3.184 -0.170 0.07
H 8.764 -0.904 -0.147 0.10
H 8.668 -1.061 1.618 0.10
H 6.610 -0.067 1.249 0.11
H 6.173 -1.812 1.360 0.11
H 6.254 0.027 -1.107 0.11
H 6.453 -1.736 -1.320 0.11
H 4.291 -2.270 -0.355 0.11
H 4.044 -0.610 0.285 0.11
H 3.445 -1.797 -2.469 0.10
H 4.414 -0.284 -2.555 0.10
H 2.455 0.876 -2.460 0.10
H 2.341 0.405 -0.671 0.09
H 1.156 -1.441 -2.850 0.11
H 0.774 -1.290 -1.106 0.11
H 0.110 1.181 -1.545 0.08
H 0.322 0.860 -3.331 0.12
H -1.839 0.097 -3.512 0.11
H -1.473 -1.201 -2.341 0.08
H -1.864 1.591 -1.208 0.10
H -3.368 0.977 -1.922 0.10
H -1.948 -1.139 -0.266 0.12
H -1.260 1.347 0.767 0.08
H -1.378 -0.132 1.734 0.13
H -2.615 1.739 2.801 0.13
H -3.603 2.050 1.322 0.13
H -4.999 0.654 2.228 0.15
H -2.958 -2.185 2.685 0.15
H -4.452 -2.855 2.104 0.10
H -4.062 -4.030 -1.798 0.05
H -3.169 -2.668 -2.554 0.04
H -2.664 -3.246 -0.884 0.03
H -5.897 -1.762 -3.018 0.05
H -6.471 -0.381 -2.051 0.04
H -4.833 -0.339 -2.928 0.02
H -6.604 -2.221 0.895 0.04
H -5.770 -3.733 0.365 0.01
H -6.939 -2.969 -0.776 0.05
C 2.476 3.765 -0.589 -0.24
S 1.568 3.094 0.812 0.84
O 0.184 2.764 0.336 -0.58
C 1.469 4.638 1.730 -0.26
H 2.619 2.968 -1.318 0.03
H 1.907 4.576 -1.042 0.04
H 3.447 4.128 -0.252 0.07
H 0.965 5.397 1.132 0.05
H 2.473 4.973 1.989 0.05
H 0.900 4.459 2.642 0.05
C 2.973 9.647 -0.384 -0.26
S 2.255 8.010 -0.156 0.80
O 3.287 7.159 0.509 -0.56
C 2.238 7.574 -1.906 -0.26
H 3.111 10.099 0.597 0.05
H 3.937 9.563 -0.885 0.06
H 2.293 10.263 -0.974 0.06
H 3.250 7.623 -2.311 0.06
H 1.582 8.258 -2.444 0.06
H 1.858 6.559 -2.003 0.03
C -4.137 -6.256 4.030 -0.26
S -5.207 -5.890 2.626 0.78
O -6.162 -4.821 3.053 -0.56
C -6.094 -7.457 2.655 -0.26
H -3.511 -5.385 4.222 0.04
H -4.743 -6.469 4.911 0.06
H -3.504 -7.111 3.792 0.06
H -6.575 -7.592 3.624 0.06
H -5.397 -8.273 2.462 0.06
H -6.852 -7.436 1.873 0.06
```

No. 5
C10H17N3O4 in the gas phase at a distorted geometry, computed with the ωB97M-V functional and the def2-TZVPD basis.

Summary:
- Relative energy (zero: lowest compared OMol25 entry of this formula, charge and spin): 1.009 eV
- M: 243.3 g/mol
- SMILES: NC(=O)CC[C@H](NC(=O)[C@@H]1CCCN1)C(=O)O
- E_LUMO: 0.0160 Eh
- HOMO: -8.74 eV
- Gap between HOMO and LUMO: 9.18 eV
- Spin multiplicity: 1

Structure (XYZ):
```
34
Properties=species:S:1:pos:R:3:lowdin_charge:R:1
N 4.188 -2.672 -0.101 0.15
C 3.834 -1.329 -0.246 -0.52
O 4.501 -0.523 -0.869 0.05
C 2.509 -0.915 0.335 -0.12
C 2.402 0.581 0.331 -0.13
C 1.101 1.288 0.660 -0.20
N 0.031 0.810 -0.169 0.11
C -0.713 -0.175 0.350 -0.47
O -0.583 -0.706 1.423 0.09
C -1.845 -0.567 -0.631 -0.25
C -2.831 0.618 -0.862 -0.12
C -4.169 0.056 -0.345 -0.17
C -3.714 -1.002 0.661 -0.23
N -2.651 -1.626 -0.057 -0.03
C 1.398 2.751 0.308 -0.51
O 2.233 3.418 0.788 0.17
O 0.582 3.114 -0.678 0.12
H 3.548 -3.331 0.307 0.09
H 5.015 -2.984 -0.590 0.10
H 1.779 -1.473 -0.247 0.13
H 2.433 -1.403 1.283 0.12
H 3.189 0.973 1.012 0.15
H 2.660 0.871 -0.684 0.13
H 0.805 1.307 1.714 0.17
H -0.353 1.444 -0.812 0.11
H -1.313 -0.849 -1.610 0.16
H -2.726 0.936 -1.910 0.12
H -2.564 1.322 -0.150 0.08
H -4.728 -0.403 -1.146 0.10
H -4.818 0.879 0.025 0.12
H -3.338 -0.514 1.578 0.12
H -4.570 -1.613 0.873 0.11
H -2.086 -2.258 0.493 0.11
H 0.796 3.974 -1.032 0.13
```